1.
Here is a structure of composition C15H24N5O16P2Tc from OMol25. Energies are from ωB97M-V/def2-TZVPD.

XYZ file:
```
63
Properties=species:S:1:pos:R:3:forces:R:3
Tc 0.825 -0.747 0.263 1.8 2.4 5.1
C -4.017 -2.398 1.172 0.0 0.0 0.0
C -3.057 -1.761 2.144 0.7 0.2 -0.4
O -3.598 -1.709 3.450 -0.4 0.0 0.4
P -2.666 -0.011 1.670 0.0 0.6 0.5
O -1.540 0.455 2.707 -0.6 -0.1 0.0
O -3.945 0.762 2.249 -0.1 0.1 -0.2
O -2.439 0.374 0.275 -0.2 -0.2 -0.4
P -1.444 -2.650 2.130 1.0 0.8 -0.1
O -0.906 -2.234 3.630 -0.3 0.2 -0.4
O -1.445 -4.113 2.023 -0.3 -0.3 -0.1
O -0.657 -1.804 1.135 -0.9 -0.8 0.3
H -4.949 -1.835 1.122 0.0 0.0 0.0
H -4.211 -3.422 1.484 -0.1 0.0 0.0
H -3.547 -2.417 0.191 -0.1 0.0 -0.2
H -2.832 -1.662 4.040 0.0 -0.1 0.2
H -0.667 0.488 2.291 0.5 0.0 -0.2
H -4.227 0.357 3.073 -0.1 -0.2 0.3
H -0.505 -3.017 4.007 0.1 -0.4 0.2
O 3.345 0.684 -2.673 0.2 -0.2 -0.4
C 2.673 -0.136 -2.073 -0.1 0.4 0.9
O 2.316 0.018 -0.833 0.7 0.3 -1.0
C 2.235 -1.405 -2.759 -0.4 -0.2 0.2
C 3.017 -1.939 -3.753 -0.1 -0.6 -0.3
C 2.648 -3.152 -4.370 -1.1 1.0 1.5
C 1.453 -3.775 -4.028 0.1 -0.1 -0.3
C 0.621 -3.216 -3.079 1.3 1.3 0.2
C 1.025 -2.045 -2.346 1.0 -0.8 -0.9
O 0.393 -1.615 -1.323 -1.2 -1.5 -1.9
N -0.649 -3.799 -2.839 -1.6 -0.5 0.3
O -1.516 -3.101 -2.328 0.5 -0.4 -0.3
O -0.833 -4.956 -3.203 0.1 0.3 0.1
N 3.473 -3.717 -5.360 1.2 -0.7 -1.4
O 3.086 -4.729 -5.947 0.2 0.6 0.4
O 4.549 -3.167 -5.600 -0.6 -0.4 0.1
H 3.934 -1.448 -4.043 0.0 0.1 0.0
H 1.167 -4.695 -4.521 -0.1 0.1 0.0
C -0.762 4.438 1.537 0.1 -0.1 0.3
O -0.947 3.937 0.221 -0.1 0.0 -0.3
C -0.483 2.680 0.021 0.3 0.1 0.3
O 0.067 2.029 0.876 0.0 0.3 0.0
N -0.684 2.319 -1.267 -0.4 0.1 -0.6
N -0.474 0.982 -1.608 -0.1 -0.3 0.2
H -1.071 5.481 1.513 0.0 -0.1 0.0
H 0.286 4.359 1.833 -0.1 0.0 0.0
H -1.373 3.873 2.245 0.1 0.1 0.0
H -1.395 2.855 -1.761 0.2 -0.3 0.2
H -0.176 0.895 -2.571 0.1 0.1 0.1
H -1.286 0.401 -1.396 0.0 0.3 -0.1
C 2.238 1.432 3.380 0.0 -0.4 -0.3
C 2.453 0.018 2.806 1.1 0.2 1.1
C 2.237 -1.021 3.920 -0.1 0.2 -0.3
C 3.872 -0.132 2.221 -0.4 0.1 0.0
N 1.552 -0.213 1.767 -1.7 -1.4 -2.9
H 3.004 1.656 4.117 0.1 0.0 0.1
H 1.257 1.493 3.846 -0.1 0.1 0.1
H 2.283 2.150 2.570 0.0 0.2 -0.1
H 2.986 -0.900 4.698 0.1 0.0 0.1
H 2.306 -2.018 3.500 0.1 -0.2 0.0
H 1.248 -0.901 4.351 -0.2 0.0 0.1
H 4.624 0.099 2.972 0.1 0.0 0.1
H 3.973 0.534 1.369 0.1 0.1 -0.1
H 3.997 -1.153 1.869 0.1 -0.1 0.0
```
Forces are in eV/Å.

Output
**Energy above the lowest of the compared OMol25 structures with the same formula, charge and spin**: 130.6 kJ/mol
**Expectation value of S²**: 0.801
**Charge**: -1
**2S+1**: 2
**Gap between HOMO and LUMO (alpha / beta)**: 6.87 / 6.46 eV

These are the natural (NBO) partial charges, in e, on atoms 1 to 5: 1.19, -0.63, -0.47, -0.74, 2.37

2.
Here is the ion C16H31FNOS with charge +1 from OMol25. Energies are from ωB97M-V/def2-TZVPD.

XYZ file:
```
51
Properties=species:S:1:pos:R:3:forces:R:3
C -3.282 -3.747 2.707 0.0 0.0 0.0
O -3.091 -4.532 1.554 0.0 0.0 0.0
C -3.506 -3.906 0.355 0.1 -0.1 -0.1
C -2.503 -2.876 -0.153 0.0 0.1 0.1
C -1.251 -3.522 -0.736 0.0 0.0 0.1
C -0.190 -2.513 -1.208 0.0 0.1 -0.1
C 1.033 -2.390 -0.279 0.0 0.1 0.1
C 2.385 -2.146 -0.973 0.0 0.1 0.0
C 2.804 -0.679 -1.106 0.0 0.1 0.0
C 1.730 0.235 -1.724 0.0 0.1 -0.2
C 0.941 1.078 -0.713 -0.1 -0.1 0.2
C 1.510 2.484 -0.461 0.0 0.1 0.0
C 3.034 2.609 -0.381 -0.1 -0.1 0.1
S 3.469 2.392 1.379 0.1 0.0 -0.1
C 1.906 2.860 1.806 -0.2 0.1 0.1
N 1.027 2.967 0.867 0.1 -0.1 -0.2
C -0.392 3.292 1.132 0.1 0.0 0.2
C -1.060 4.109 0.033 0.0 0.0 -0.1
C -0.703 5.574 0.116 0.0 0.0 0.0
F 0.685 5.668 0.008 0.2 0.1 0.0
H -4.291 -3.315 2.728 0.0 0.0 0.0
H -2.553 -2.931 2.784 0.0 0.0 0.0
H -3.160 -4.399 3.570 0.0 0.0 0.0
H -4.501 -3.463 0.483 0.0 0.0 0.1
H -3.594 -4.717 -0.373 -0.1 0.1 0.0
H -2.989 -2.238 -0.901 0.0 -0.1 0.0
H -2.228 -2.216 0.679 0.0 0.0 -0.1
H -1.547 -4.177 -1.561 0.0 0.1 0.0
H -0.819 -4.175 0.028 0.0 0.0 -0.1
H -0.679 -1.536 -1.314 0.1 0.0 -0.1
H 0.156 -2.776 -2.212 0.0 -0.1 0.1
H 0.854 -1.592 0.451 0.0 -0.1 0.1
H 1.113 -3.303 0.314 0.0 0.0 -0.1
H 3.170 -2.672 -0.424 0.0 0.0 0.0
H 2.365 -2.597 -1.970 0.0 0.0 0.0
H 3.712 -0.630 -1.712 0.0 0.0 0.0
H 3.087 -0.297 -0.115 -0.1 0.0 0.0
H 2.189 0.898 -2.466 0.0 0.0 0.0
H 1.023 -0.364 -2.298 0.0 0.0 0.1
H -0.094 1.182 -1.049 0.0 0.1 0.1
H 0.902 0.559 0.250 0.0 -0.1 -0.1
H 1.147 3.188 -1.208 0.1 -0.1 -0.1
H 3.540 1.852 -0.972 0.0 0.0 0.0
H 3.373 3.601 -0.674 0.0 0.0 0.0
H 1.630 3.056 2.837 0.0 0.0 0.0
H -0.925 2.357 1.316 0.0 0.0 -0.1
H -0.380 3.864 2.061 -0.2 -0.1 0.0
H -2.141 3.974 0.107 0.0 0.1 0.1
H -0.778 3.743 -0.956 -0.1 -0.1 0.0
H -0.985 6.016 1.072 0.0 0.0 0.0
H -1.138 6.153 -0.698 -0.1 0.0 0.0
```
Forces are in eV/Å.

Output
**Charge**: +1
**Gap between HOMO and LUMO**: 7.72 eV

These are the natural (NBO) partial charges, in e, on atoms 1 to 5: -0.25, -0.54, -0.06, -0.42, -0.40

E_tot, record by record: -2827.2811 -1256.0365 hartree